DFT (the ωB97M-V functional and the def2-TZVPD basis) results for C37H44BHfN10O4S2Te as an isolated structure at a distorted geometry.

highest occupied orbital energy	-0.333	hartree
net charge	+1
LUMO	-4.05	eV

Structure (XYZ):
```
100
Properties=species:S:1:pos:R:3:forces:R:3:mulliken_charge:R:1
Hf 0.219 -0.244 -0.142 0.64 0.89 -0.33 0.9124
C 4.084 1.092 1.122 -0.04 -0.14 -0.03 -1.1099
C 3.449 2.475 1.244 0.01 0.04 0.08 0.7398
C 3.869 3.421 0.112 -0.01 -0.04 0.01 -1.4495
C 1.955 2.502 1.441 -0.02 0.06 0.00 -0.1872
C 1.298 3.657 1.900 -0.04 -0.07 -0.04 -1.6544
C -0.020 3.317 1.997 0.04 -0.08 -0.03 -0.4392
N -0.165 2.030 1.616 -0.04 -0.04 0.12 0.5810
N 1.068 1.517 1.266 -0.11 0.04 0.03 0.0018
B -1.394 1.179 2.073 -0.03 -0.04 0.06 -0.1462
N -0.852 -0.098 2.708 -0.08 -0.09 0.01 0.2231
C -1.073 -0.574 3.937 0.10 0.07 -0.04 -0.8423
C -0.209 -1.620 4.165 0.05 0.05 -0.03 -0.7508
C 0.548 -1.742 2.999 0.03 0.10 -0.09 -1.1707
N 0.132 -0.831 2.095 -0.24 -0.17 -0.02 1.1605
C 1.755 -2.607 2.824 -0.05 -0.05 -0.10 1.9450
C 1.643 -3.902 3.620 0.01 -0.04 0.00 -2.0351
C 2.987 -1.810 3.258 0.04 0.00 0.01 -1.6291
N -2.334 0.776 0.901 -0.02 -0.02 0.05 0.6306
C -3.652 0.975 0.832 0.11 -0.05 -0.01 -0.8945
C -4.190 0.102 -0.090 0.02 -0.03 0.05 -0.6741
C -3.124 -0.657 -0.564 0.02 -0.06 -0.08 -0.9703
N -1.986 -0.237 0.038 0.00 0.10 0.07 0.9055
C -3.208 -1.770 -1.570 0.09 0.00 -0.04 1.8817
C -4.214 -1.433 -2.674 0.01 -0.04 -0.01 -1.8650
C -3.618 -3.081 -0.890 0.07 -0.03 0.03 -1.4778
H 5.000 1.144 0.533 0.03 0.02 0.00 0.4649
H 3.420 0.367 0.650 0.06 0.10 0.05 -0.0092
H 4.355 0.694 2.097 -0.03 -0.01 0.00 0.2077
H 3.833 2.924 2.167 0.00 -0.02 -0.07 0.7617
H 4.951 3.535 0.107 0.03 0.00 0.01 0.4879
H 3.427 4.408 0.227 -0.02 0.04 0.03 0.4222
H 3.569 3.042 -0.862 -0.03 -0.04 -0.08 0.2282
H 1.756 4.594 2.162 0.02 0.07 0.02 0.6128
H -0.869 3.873 2.351 -0.05 0.05 0.05 0.6087
H -2.040 1.817 2.845 -0.03 0.02 0.02 -0.1242
H -1.813 -0.118 4.570 -0.05 0.04 0.06 0.5944
H -0.115 -2.205 5.060 0.00 -0.05 0.07 0.6176
H 1.859 -2.846 1.765 0.00 0.00 0.04 -0.1667
H 1.729 -3.707 4.690 -0.01 0.01 0.05 0.3826
H 2.455 -4.574 3.348 0.04 -0.02 0.00 0.4161
H 0.701 -4.416 3.438 -0.02 0.01 -0.03 0.4399
H 2.933 -1.570 4.321 0.00 0.00 0.04 0.3964
H 3.064 -0.875 2.708 -0.01 0.04 -0.03 0.1210
H 3.893 -2.391 3.088 0.03 -0.02 0.00 0.4893
H -4.121 1.712 1.459 -0.04 0.05 0.06 0.5970
H -5.223 0.010 -0.371 -0.07 0.00 -0.03 0.6102
H -2.219 -1.907 -2.010 -0.06 -0.02 0.03 -0.2229
H -5.230 -1.410 -2.279 -0.04 0.00 0.02 0.4090
H -4.183 -2.206 -3.439 0.00 -0.02 -0.03 0.4331
H -4.016 -0.476 -3.153 0.04 0.05 0.00 0.4132
H -4.567 -2.964 -0.367 -0.06 0.01 0.03 0.3595
H -2.869 -3.428 -0.180 -0.12 0.05 -0.12 0.2984
H -3.746 -3.853 -1.646 0.00 -0.03 -0.04 0.4970
O 2.237 -0.373 -1.192 -0.03 0.01 0.01 -0.2691
C 2.806 0.541 -2.155 0.07 0.09 -0.06 -1.2738
C 1.891 1.723 -2.238 -0.01 0.05 -0.04 0.1328
C 2.120 2.733 -3.163 -0.04 -0.11 0.11 -0.9051
C 1.271 3.823 -3.176 -0.04 -0.02 0.05 -0.9359
C 0.221 3.870 -2.264 0.07 -0.08 -0.01 -1.0551
C 0.049 2.813 -1.397 0.23 0.07 -0.07 -0.2605
N 0.872 1.748 -1.380 -0.27 0.12 -0.01 1.3578
H 2.818 -1.136 -1.050 -0.09 -0.10 -0.01 0.2954
H 2.900 0.047 -3.124 -0.02 -0.01 0.04 0.5948
H 3.799 0.844 -1.812 -0.06 -0.02 0.01 0.4513
H 2.945 2.651 -3.858 0.02 0.01 -0.04 0.6380
H 1.422 4.621 -3.889 0.00 0.03 -0.03 0.5342
H -0.466 4.702 -2.237 -0.01 0.04 -0.01 0.5606
H -0.775 2.802 -0.696 0.00 -0.02 0.03 0.1902
O 2.669 1.732 -9.105 0.17 0.02 0.02 -0.6703
S 2.045 0.422 -9.106 -0.08 -0.11 0.08 1.1946
O 2.550 -0.499 -8.104 0.18 0.00 -0.06 -0.6624
O 1.748 -0.145 -10.395 0.07 -0.06 -0.10 -0.6686
C 0.437 0.882 -8.421 -0.14 0.08 -0.10 0.0400
N -0.314 1.782 -9.064 -0.09 0.16 -0.15 -0.4775
C -1.330 2.302 -8.406 -0.10 0.03 0.01 -0.3931
C -1.616 1.988 -7.074 0.16 -0.16 -0.19 -0.5779
C -0.831 0.980 -6.548 -0.12 0.10 0.36 0.1732
N 0.148 0.403 -7.228 0.07 0.05 0.19 -0.2642
C -0.863 0.537 -5.129 -0.08 -0.03 -0.18 0.9964
C 0.119 -0.368 -4.721 -0.09 -0.10 0.06 -0.9770
C 0.224 -0.687 -3.395 -0.06 0.05 -0.02 -0.9474
N -0.546 -0.139 -2.434 -0.19 -0.42 0.15 1.1929
C -1.543 0.665 -2.840 0.30 0.08 -0.20 -0.3067
C -1.744 1.010 -4.162 0.12 0.05 0.16 -1.3500
H -1.938 3.023 -8.942 0.00 0.02 -0.01 0.4193
H -2.386 2.508 -6.526 -0.08 -0.01 0.04 0.3945
H 0.790 -0.779 -5.465 0.05 -0.01 -0.05 0.7705
H 0.987 -1.384 -3.078 -0.06 -0.06 0.02 0.4833
H -2.175 1.092 -2.073 -0.02 -0.02 0.03 0.3840
H -2.548 1.687 -4.412 -0.03 -0.01 -0.01 0.5096
Te 0.607 -2.941 -0.737 -0.03 -0.31 -0.04 -0.0026
C -0.373 -4.046 0.735 -0.09 -0.03 0.02 0.3581
C -1.389 -3.702 1.582 0.15 -0.01 0.09 -0.0789
C -1.855 -4.802 2.348 0.03 -0.02 -0.01 -1.5987
C -1.195 -5.957 2.055 -0.01 0.04 -0.01 -0.5506
S -0.007 -5.716 0.856 0.05 -0.04 0.01 -0.1015
H -1.800 -2.705 1.658 0.01 0.03 0.02 0.7815
H -2.646 -4.737 3.078 -0.05 0.00 0.04 0.4096
H -1.346 -6.934 2.480 -0.02 -0.07 0.03 0.4330
```
Forces are in eV/Å.

DFT (the ωB97M-V functional and the def2-TZVPD basis) results for C37H44BHfN12O5Se as an isolated structure at a distorted geometry.

highest occupied orbital energy	-0.571	hartree
net charge	+3
LUMO	-7.85	eV

Structure (XYZ):
```
101
Properties=species:S:1:pos:R:3:forces:R:3:mulliken_charge:R:1
Hf -0.525 -0.396 0.287 0.69 0.52 0.22 1.7666
C -3.216 -2.140 3.429 0.07 -0.02 -0.08 -1.5176
C -2.608 -1.068 2.798 0.02 -0.04 -0.04 -0.3102
N -1.701 -1.492 1.908 0.00 -0.02 -0.05 0.6015
N -1.711 -2.846 1.973 -0.08 0.01 -0.18 -0.0544
C -2.605 -3.253 2.877 -0.01 0.05 0.00 -0.2405
B -0.575 -3.635 1.313 0.01 -0.05 0.06 -0.1365
N -0.642 -3.524 -0.237 0.02 0.08 0.06 0.3197
C -0.692 -4.531 -1.105 0.05 0.03 -0.10 -0.4232
C -0.579 -4.029 -2.396 0.04 -0.03 0.14 -1.4004
C -0.457 -2.666 -2.223 0.09 0.26 -0.12 -1.0078
N -0.501 -2.347 -0.915 -0.12 0.30 0.34 0.2853
N 0.727 -2.954 1.764 -0.03 -0.02 -0.31 -0.1248
C 1.753 -3.456 2.447 -0.03 0.07 0.04 -0.1384
C 2.753 -2.504 2.504 0.02 -0.01 -0.11 -1.4803
C 2.258 -1.432 1.781 -0.04 0.03 0.13 -0.4113
N 1.018 -1.694 1.343 -0.24 0.01 -0.09 0.4773
H -3.972 -2.116 4.189 -0.07 0.00 0.08 0.5299
H -2.795 -0.022 2.943 -0.01 0.09 0.02 0.5227
H -2.727 -4.300 3.088 -0.02 -0.10 0.03 0.5708
H -0.611 -4.782 1.632 0.01 0.02 -0.01 -0.0737
H -0.788 -5.541 -0.751 -0.02 -0.11 0.01 0.5823
H -0.576 -4.578 -3.317 -0.02 -0.07 -0.09 0.6188
H -0.364 -1.883 -2.959 0.04 0.06 -0.02 0.7415
H 1.704 -4.452 2.849 0.01 -0.09 0.04 0.5385
H 3.701 -2.587 2.996 0.16 0.00 0.05 0.5722
H 2.729 -0.491 1.579 0.06 0.12 -0.02 0.4764
C -0.269 2.520 -1.554 -0.08 0.05 0.08 -1.1245
O -1.113 1.362 -1.489 0.54 -0.63 -0.38 0.4415
C -1.813 1.184 -2.737 -0.49 0.01 0.23 -0.5543
C -0.971 1.000 -3.984 0.13 0.15 0.05 -1.0749
O 0.076 0.076 -3.777 -0.18 0.06 0.18 0.1276
C 0.776 -0.148 -4.990 0.06 0.07 -0.12 -0.9516
H -0.831 3.341 -2.009 0.05 -0.02 0.04 0.6861
H 0.627 2.311 -2.137 -0.05 0.02 -0.04 -0.0797
H 0.022 2.794 -0.544 -0.03 0.01 -0.02 0.1789
H -2.408 2.093 -2.893 -0.11 -0.16 -0.05 0.4529
H -2.500 0.355 -2.568 0.17 0.01 -0.08 0.1083
H -0.559 1.958 -4.330 0.00 -0.07 0.07 0.4324
H -1.645 0.638 -4.772 -0.03 0.09 0.02 0.6043
H 0.102 -0.488 -5.780 0.00 -0.04 -0.01 0.3712
H 1.515 -0.920 -4.803 0.11 -0.09 -0.01 0.1810
H 1.266 0.771 -5.334 0.01 -0.06 0.02 0.3236
C -2.804 5.126 2.825 -0.01 -0.01 0.02 -1.0719
N -2.319 3.840 2.339 0.12 -0.14 0.06 0.0080
C -1.340 2.994 3.016 -0.14 0.14 -0.08 -0.3862
C -1.257 1.872 2.025 0.45 -0.32 -0.04 -0.1124
O -0.484 0.874 2.103 -0.14 0.04 -0.26 -0.8046
N -2.073 2.026 1.003 -0.11 0.58 0.22 0.2306
C -2.682 3.241 1.209 0.00 -0.12 0.00 -0.0054
N -3.550 3.742 0.345 0.06 -0.10 0.05 -0.2522
H -2.402 5.289 3.820 -0.01 0.03 0.01 0.4224
H -3.892 5.121 2.896 0.01 0.02 0.00 0.3694
H -2.470 5.936 2.177 -0.01 0.02 0.01 0.3629
H -1.690 2.643 3.991 -0.01 0.04 -0.02 0.3962
H -0.375 3.489 3.149 -0.02 0.01 -0.02 0.4914
H -3.845 3.170 -0.430 -0.01 0.00 0.01 0.2042
H -4.041 4.604 0.518 0.01 0.02 0.00 0.2452
Se -3.435 -2.210 -1.463 -0.02 -0.09 -0.06 0.4137
N -3.232 -0.763 -0.387 -0.03 -0.32 0.03 -0.3422
C -4.441 -0.553 0.150 0.08 0.28 0.10 0.4208
C -4.814 0.466 1.091 0.06 -0.15 -0.11 -0.0152
C -6.091 0.534 1.537 -0.12 -0.07 0.00 -0.7999
C -7.117 -0.377 1.114 0.11 0.12 0.05 -0.7537
C -6.830 -1.358 0.237 0.18 -0.02 -0.08 -0.8223
C -5.488 -1.469 -0.266 -0.16 -0.10 -0.05 0.5729
N -5.138 -2.408 -1.121 0.14 0.20 0.04 -0.7136
H -4.079 1.152 1.463 0.07 0.03 -0.04 0.5105
H -6.354 1.301 2.255 -0.02 0.02 0.02 0.4999
H -8.116 -0.268 1.507 -0.05 0.02 0.03 0.4269
H -7.568 -2.066 -0.107 -0.03 -0.05 -0.04 0.5254
C 6.537 0.687 0.430 0.00 -0.05 0.05 -1.1183
O 5.357 0.446 -0.345 -0.12 -0.21 -0.16 -0.2518
C 5.028 -0.830 -0.633 0.14 0.23 0.18 0.6211
C 5.612 -1.949 -0.044 -0.07 0.00 0.00 -0.5723
C 5.257 -3.224 -0.451 -0.01 0.03 0.03 -0.8717
C 4.327 -3.419 -1.465 0.00 0.09 0.03 -0.8946
C 3.753 -2.317 -2.063 -0.02 -0.05 0.11 -0.5915
C 4.071 -1.036 -1.630 -0.22 0.12 -0.02 0.5381
N 3.586 0.062 -2.417 0.02 -0.03 -0.24 0.2739
C 3.264 1.285 -2.147 -0.23 -0.01 -0.03 -1.2623
C 3.038 1.920 -0.864 0.44 0.06 -0.02 0.4529
C 3.820 3.062 -0.650 -0.04 0.07 0.24 -0.5125
C 3.882 3.650 0.601 -0.15 -0.16 -0.10 -0.9277
C 3.130 3.094 1.632 0.02 0.01 -0.02 -1.2037
C 2.269 2.027 1.407 -0.03 0.06 0.30 -0.3768
C 2.179 1.449 0.147 -0.02 0.11 -0.47 -0.1793
O 1.221 0.575 -0.184 -1.05 -0.94 0.40 1.7980
H 6.700 1.759 0.385 0.03 -0.01 0.01 0.2639
H 7.389 0.160 0.002 0.02 0.04 0.01 0.4570
H 6.385 0.384 1.467 0.01 -0.01 0.00 0.3923
H 6.368 -1.820 0.712 0.08 0.00 0.10 0.5633
H 5.734 -4.076 0.013 0.03 -0.02 0.01 0.4735
H 4.085 -4.413 -1.809 -0.02 -0.06 -0.01 0.4985
H 3.074 -2.449 -2.891 -0.17 0.02 -0.11 0.3957
H 3.615 -0.147 -3.412 0.09 0.04 0.08 0.4986
H 3.207 1.915 -3.034 -0.04 -0.01 0.05 0.6426
H 4.416 3.455 -1.463 0.06 0.01 -0.03 0.4817
H 4.503 4.516 0.769 0.04 0.03 0.03 0.5094
H 3.187 3.515 2.627 0.02 0.03 0.01 0.5070
H 1.656 1.642 2.218 0.12 0.07 -0.20 0.9668
```
Forces are in eV/Å.